1.
Formula: C25H29CaN8O2
Source: OMol25
Level of theory: ωB97M-V with the def2-TZVPD basis set

```
65
Properties=species:S:1:pos:R:3:lowdin_charge:R:1
Ca 0.4190 0.4029 -0.7104 1.341
C -0.2038 -1.2177 -3.8208 -0.069
O -0.3278 -1.1928 -2.3981 -0.243
C -0.9873 -2.2723 -1.8010 -0.214
C -1.8431 -3.1037 -2.5012 -0.023
C -2.4958 -4.1386 -1.8466 -0.068
C -2.2984 -4.3301 -0.4886 -0.068
C -1.4504 -3.4867 0.2124 -0.011
C -0.7836 -2.4511 -0.4232 -0.175
N 0.0909 -1.5264 0.2552 -0.106
N 0.2981 -1.7982 1.4842 0.077
C 1.0238 -1.0152 2.3277 -0.146
C 1.6418 0.2538 2.0210 -0.344
O 1.6404 0.7659 0.8486 -0.269
C 2.2668 0.9802 3.0873 -0.001
C 2.2933 0.5003 4.3448 0.002
C 1.7201 -0.7676 4.7006 -0.175
C 1.7921 -1.2349 6.0252 -0.033
C 1.2635 -2.4522 6.3674 -0.076
C 0.6526 -3.2311 5.3733 -0.068
C 0.5729 -2.7871 4.0729 -0.029
C 1.1007 -1.5354 3.7040 -0.102
H -1.1743 -1.1200 -4.3029 0.089
H 0.2678 -2.1452 -4.1404 0.111
H 0.4096 -0.3637 -4.0933 0.086
H -1.9983 -2.9690 -3.5632 0.108
H -3.1558 -4.7885 -2.4061 0.112
H -2.8076 -5.1340 0.0295 0.112
H -1.2960 -3.6141 1.2751 0.102
H 2.7198 1.9284 2.8269 0.120
H 2.7744 1.0786 5.1272 0.122
H 2.2785 -0.6162 6.7717 0.115
H 1.3210 -2.8103 7.3876 0.107
H 0.2421 -4.2011 5.6299 0.107
H 0.1097 -3.4070 3.3179 0.093
C -2.6242 2.7298 -5.0544 -0.004
C -1.5635 2.7471 -4.0003 -0.284
C -0.5171 3.6105 -3.7709 0.027
C 0.1298 3.1268 -2.6214 -0.340
N -0.4648 2.0170 -2.1659 -0.068
N -1.4915 1.8103 -3.0368 0.040
C 1.3321 3.6904 -1.9192 -0.016
H -2.8003 3.7365 -5.4276 0.089
H -3.5688 2.3443 -4.6658 0.087
H -2.3246 2.1092 -5.9008 0.088
H -0.2575 4.4804 -4.3558 0.124
H -2.1343 1.0526 -2.8738 0.164
H 1.2559 4.7728 -1.8284 0.089
H 2.2487 3.4824 -2.4759 0.085
H 1.4554 3.2760 -0.9163 0.070
N -1.3534 2.7941 0.8263 -0.016
C -1.5958 3.2843 2.0563 -0.081
C -1.7505 2.2057 2.8914 -0.045
C -1.6016 1.0879 2.0542 -0.148
N -1.3550 1.4441 0.7965 -0.051
H -1.2036 3.2997 -0.0300 0.132
H -1.6447 4.3458 2.2402 0.123
H -1.9465 2.2177 3.9507 0.105
H -1.6628 0.0414 2.3131 0.111
N 3.6628 -0.2939 -1.1842 -0.039
N 2.6045 -0.0047 -2.1147 -0.112
H 4.4042 -0.8134 -1.6348 0.076
H 3.2894 -0.8451 -0.4247 0.057
H 2.4916 -0.7571 -2.7850 0.073
H 2.9092 0.8074 -2.6363 0.078
```

**Largest force on an atom**: 0.0466 hartree/bohr
**Net charge**: +1
**Energy above the lowest of the compared OMol25 structures with the same formula, charge and spin**: 16.1 kcal/mol
**Highest occupied orbital energy**: -9.81 eV
**Frontier orbital gap**: 6.824 eV



2.
Formula: C16H32MgNOPSi
Source: OMol25
Level of theory: ωB97M-V with the def2-TZVPD basis set

```
53
Properties=species:S:1:pos:R:3:nbo_charge:R:1
C -2.1109 0.0543 -3.7826 -0.244
C -2.0216 -1.1346 -3.0616 -0.227
C -1.6548 -1.1105 -1.6938 -0.059
C -1.4497 0.1118 -1.0747 -0.670
C -1.4016 1.2814 -1.8221 -0.109
C -1.7606 1.2614 -3.1835 -0.237
C -1.4875 -2.3960 -0.9525 -0.432
C -0.4313 -3.3241 -1.6467 -0.181
N 0.8782 -2.7444 -1.7882 -0.487
Mg -2.1021 0.2319 0.9096 0.447
C -0.9202 2.5547 -1.1577 -0.752
P 0.8340 2.4420 -0.6943 1.338
H -2.2612 -2.0931 -3.5272 0.202
H -1.7770 2.2009 -3.7355 0.195
H -2.4393 0.0391 -4.8210 0.210
H -1.4911 2.7956 -0.2386 0.268
H -1.0026 3.4173 -1.8364 0.248
H -1.2029 -2.2557 0.1059 0.199
H -2.4335 -2.9637 -0.9537 0.213
H -0.3108 -4.2329 -1.0313 0.188
C 1.4269 3.9982 -0.0573 -0.986
C 1.7758 1.9741 -2.1404 -0.978
H -0.7966 -3.6129 -2.6494 0.188
C 1.3033 -2.1318 -3.0065 -0.394
C 1.8575 -2.9310 -0.7582 -0.388
H 0.9502 1.4193 0.3435 -0.073
H 1.7954 -2.8582 -3.6811 0.162
H 0.4492 -1.6880 -3.5363 0.217
H 2.0324 -1.3377 -2.7836 0.174
H 2.6050 -3.6964 -1.0390 0.165
H 2.4052 -1.9917 -0.5768 0.175
H 1.3593 -3.2459 0.1692 0.201
H 2.0760 2.8744 -2.6941 0.256
H 2.6762 1.4333 -1.8201 0.256
H 1.1961 1.3294 -2.8105 0.299
H 1.4857 4.7410 -0.8650 0.265
H 0.7584 4.3688 0.7315 0.277
H 2.4298 3.8376 0.3623 0.261
H 0.3322 0.9588 1.1942 0.441
C 1.4698 -0.6457 3.6294 -1.155
Si -0.1400 0.2664 3.4805 1.896
C -1.6160 -0.7872 3.9306 -1.173
C -0.1459 1.8946 4.3694 -1.168
O -0.3795 0.5690 1.8128 -1.238
H 1.6769 -0.9109 4.6756 0.243
H 2.3056 -0.0338 3.2641 0.235
H 1.4398 -1.5743 3.0431 0.247
H -1.5232 -1.0262 5.0023 0.229
H -2.5858 -0.2813 3.7932 0.275
H -1.6272 -1.7382 3.3767 0.250
H 0.7953 2.4365 4.2108 0.231
H -0.9734 2.5318 4.0305 0.261
H -0.2635 1.7254 5.4485 0.241
```

**Largest force on an atom**: 0.0508 hartree/bohr
**Energy above the lowest of the compared OMol25 structures with the same formula, charge and spin**: 36.9 kcal/mol
**Highest occupied orbital energy (alpha / beta)**: -3.48 / -3.48 eV
**Frontier orbital gap (alpha / beta)**: 3.483 / 3.482 eV



3.
Formula: C14H14BrClN4O3S
Source: OMol25
Level of theory: ωB97M-V with the def2-TZVPD basis set

```
38
Properties=species:S:1:pos:R:3:nbo_charge:R:1
N -0.0632 -0.8256 -1.8309 -0.847
C 1.2696 -0.9474 -1.3890 0.328
N 1.7553 -2.0815 -1.2350 -0.415
C 2.8765 -2.3722 -0.7876 0.006
C 3.6886 -1.4555 -0.6247 -0.106
C 3.1345 -0.0689 -0.5794 -0.139
C 1.8130 0.0645 -0.9113 -0.257
S 1.2393 1.8731 -1.3706 2.233
O -0.2281 1.8412 -1.2091 -0.961
O 1.8378 2.3804 -2.4518 -0.912
N 1.8127 2.9895 -0.0037 -0.784
H 2.6866 3.2159 -0.3695 0.378
C 1.7094 2.3101 1.2716 -0.175
H 2.1013 3.4280 1.9875 0.176
H 2.2147 1.5651 1.5567 0.169
C 0.1337 2.2688 1.8137 -0.512
C -0.1948 0.7320 1.3494 0.745
O 0.5265 -0.0747 1.3104 -0.553
N -1.4662 0.8761 1.0513 -0.629
C -2.3058 -0.3104 0.8038 0.132
C -3.6366 -0.1748 0.1691 -0.245
C -4.4534 -1.1595 -0.0097 -0.060
C -3.8042 -2.4181 -0.1223 -0.239
C -2.5573 -2.6584 0.4241 -0.174
C -1.7339 -1.4689 0.4436 -0.256
H -0.6351 -1.7690 1.0058 0.253
H -2.0527 -3.8825 0.2472 0.229
H -4.3548 -3.2057 -0.5453 0.215
Cl -6.0420 -1.0394 -0.5783 0.041
H -3.9926 0.7778 0.3278 0.199
H -2.0901 1.7394 1.0320 0.433
H -0.4073 3.0201 1.0188 0.231
H 0.0654 2.4577 2.7816 0.208
H 3.7916 0.7424 -0.4273 0.225
Br 5.3904 -1.6457 0.1585 0.047
H 3.1842 -3.1614 -0.5904 0.171
H -0.6426 -1.6570 -2.1269 0.413
H -0.5703 0.0942 -1.5901 0.431
```

**Largest force on an atom**: 0.3524 hartree/bohr
**Energy above the lowest of the compared OMol25 structures with the same formula, charge and spin**: 313.0 kcal/mol
**Highest occupied orbital energy**: -8.53 eV
**Frontier orbital gap**: 8.766 eV



4.
Formula: H4NPS
Source: OMol25
Level of theory: ωB97M-V with the def2-TZVPD basis set

```
7
Properties=species:S:1:pos:R:3:nbo_charge:R:1
N 1.6055 0.5812 -0.0440 -0.956
P -2.1801 -0.2239 -0.2414 0.047
S 0.8501 -0.7930 -0.4751 0.189
H 2.2846 0.5666 0.7145 0.396
H 1.3990 1.4919 -0.5745 0.401
H -2.1724 -1.5680 -0.4978 -0.044
H -1.7867 -0.0548 1.1183 -0.032
```

**Largest force on an atom**: 0.0497 hartree/bohr
**Energy above the lowest of the compared OMol25 structures with the same formula, charge and spin**: 66.7 kcal/mol
**Highest occupied orbital energy (alpha / beta)**: -7.97 / -8.41 eV
**Frontier orbital gap (alpha / beta)**: 7.180 / 7.660 eV



5.
Formula: Cl2O2S
Source: OMol25
Level of theory: ωB97M-V with the def2-TZVPD basis set

```
5
Properties=species:S:1:pos:R:3:nbo_charge:R:1
O 1.2398 1.0947 0.8316 -0.779
O -0.7282 0.2586 -0.4905 -0.753
S 0.8270 0.3138 -0.3034 1.727
Cl -2.8974 0.0411 0.0745 0.007
Cl 1.5588 -1.7082 -0.1122 -0.203
```

**Largest force on an atom**: 0.0793 hartree/bohr
**Energy above the lowest of the compared OMol25 structures with the same formula, charge and spin**: 58.5 kcal/mol
**Highest occupied orbital energy (alpha / beta)**: -11.59 / -11.33 eV
**Frontier orbital gap (alpha / beta)**: 7.253 / 8.205 eV



6.
Formula: C33H30N4O6S2TeW
Source: OMol25
Level of theory: ωB97M-V with the def2-TZVPD basis set

```
77
Properties=species:S:1:pos:R:3:lowdin_charge:R:1
W -0.4760 -1.1423 -1.7426 1.488
O 2.7672 -3.8531 1.7891 0.083
C 2.9700 -2.5597 2.0764 -0.253
C 3.7519 -2.2686 3.1967 0.001
C 3.9884 -0.9623 3.5627 -0.060
C 3.4584 0.0953 2.8239 -0.071
C 2.6981 -0.1819 1.7118 -0.023
C 2.4414 -1.5003 1.3181 -0.086
C 1.5961 -1.7512 0.1581 -0.397
O 1.1060 -0.7541 -0.5479 -0.313
N 1.2674 -2.9659 -0.1818 0.097
N 0.4302 -2.8925 -1.2615 -0.162
C 0.1131 -4.0284 -1.8656 -0.040
C -0.5928 -3.8187 -3.0567 -0.248
C -1.0062 -4.8226 -3.9554 0.001
C -1.6422 -4.4602 -5.1050 -0.041
C -1.8692 -3.0934 -5.3559 -0.029
C -1.4690 -2.1583 -4.4482 -0.126
N -0.8156 -2.4947 -3.3043 -0.112
H 2.1788 -3.9229 1.0125 0.070
H 4.1509 -3.0969 3.7644 0.123
H 4.5870 -0.7599 4.4407 0.109
H 3.6318 1.1201 3.1187 0.098
H 2.2781 0.6208 1.1247 0.068
H 0.4399 -4.9808 -1.4772 0.138
H -0.8070 -5.8552 -3.7082 0.123
H -1.9750 -5.2069 -5.8115 0.114
H -2.3827 -2.7711 -6.2495 0.114
H -1.6645 -1.1057 -4.5889 0.095
C -0.8628 1.7096 -5.1309 -0.108
C -0.6123 1.3172 -3.6991 -0.737
S 0.6981 0.1184 -3.4606 0.617
C -1.3233 1.8262 -2.6851 -0.738
C -2.4676 2.7801 -2.7849 -0.086
S -0.8792 1.3519 -1.0160 0.523
H -0.1807 1.1888 -5.7984 0.063
H -0.7208 2.7829 -5.2639 0.092
H -1.8845 1.4695 -5.4319 0.089
H -2.7466 2.9561 -3.8212 0.076
H -2.2077 3.7391 -2.3304 0.083
H -3.3372 2.3877 -2.2563 0.088
O -3.4094 -3.3897 4.3320 -0.022
C -3.9516 -3.3273 3.2226 -0.696
O -5.0772 -3.6458 2.8198 -0.018
C -3.0421 -2.7144 2.1059 -0.055
C -1.8738 -2.0398 2.4314 0.040
C -1.1105 -1.4554 1.4369 -0.073
N -1.4755 -1.5062 0.1525 -0.061
C -2.6235 -2.1526 -0.1746 -0.170
C -3.4211 -2.7650 0.7616 0.089
C -2.9976 -1.9967 -1.6262 -0.544
O -3.6716 -2.7735 -2.2456 0.149
O -2.4422 -0.8715 -2.1228 -0.236
H -1.5826 -1.9940 3.4715 0.125
H -0.2020 -0.9100 1.6616 0.116
H -4.3526 -3.2428 0.4899 0.138
C 1.7018 4.9258 5.0909 -0.043
C 1.5311 4.4145 3.6901 -0.260
C 2.6216 4.1583 2.8747 -0.020
C 2.4737 3.6578 1.5856 -0.344
C 3.7157 3.4141 0.7737 -0.117
C 1.1796 3.4203 1.0891 -0.450
Te 1.1755 2.6694 -0.9076 1.234
C 0.0624 3.7142 1.8772 -0.296
C -1.3497 3.5684 1.3921 -0.087
C 0.2662 4.1928 3.1661 -0.009
H 2.7466 5.1437 5.3069 0.075
H 1.3524 4.1905 5.8174 0.087
H 1.1246 5.8376 5.2465 0.084
H 3.6217 4.3462 3.2472 0.117
H 4.6022 3.6613 1.3550 0.082
H 3.7406 4.0320 -0.1281 0.070
H 3.8010 2.3687 0.4666 0.051
H -1.4625 3.9574 0.3780 0.058
H -2.0261 4.1154 2.0458 0.082
H -1.6722 2.5270 1.3822 0.054
H -0.6025 4.4129 3.7751 0.124
```

**Largest force on an atom**: 0.0570 hartree/bohr
**Energy above the lowest of the compared OMol25 structures with the same formula, charge and spin**: 13.6 kcal/mol
**Highest occupied orbital energy**: -7.76 eV
**Frontier orbital gap**: 5.443 eV



> The lowest largest force on an atom belongs to which entry?

C25H29CaN8O2



> Which formula does entry 5 have?

Cl2O2S